[1]
Entry from the Open Molecules 2025 dataset: a 15-piece molecular cluster, C18H52ClFN15O30S2 overall in a non-equilibrium geometry (wB97M-V/def2-TZVPD).

```
119
Properties=species:S:1:pos:R:3:forces:R:3:mulliken_charge:R:1
C 7.590649 -2.520776 -5.098234 0.0 0.0 0.0 -0.7146
H -4.676089 -7.314988 4.889315 0.0 0.0 0.0 0.3171
C 3.347749 7.442370 -1.520035 0.1 0.0 0.0 -0.6919
H 0.283262 -4.345250 2.109827 0.1 -0.1 -0.1 0.0719
C 4.101717 4.224442 2.588987 -0.1 0.0 0.1 -0.7037
H 4.361427 -1.946798 -2.604652 0.0 -0.1 0.1 0.1418
C -1.689323 -0.700770 0.699147 0.4 -0.6 0.0 -1.0908
O 8.741727 4.044558 -1.189384 0.0 0.0 0.0 -0.5678
H 4.952339 3.778997 3.096327 0.0 0.0 0.0 0.2946
O 2.357368 2.857922 1.881239 -0.1 0.0 0.1 -0.5151
H 7.937065 -1.499009 -5.219866 0.0 0.0 0.0 0.2784
H 2.866624 -1.187313 -1.948908 0.0 0.0 0.0 -0.0045
H -7.459994 -3.379309 -4.209851 0.0 0.0 0.0 0.2926
H 7.885165 -2.940755 -4.144839 0.0 0.0 0.0 0.3092
O 3.364209 -1.166065 3.800641 0.0 0.1 0.0 -0.5382
H 0.795579 0.026822 5.817348 0.0 0.0 0.0 0.2918
H 7.249169 1.947494 -1.366865 0.0 0.0 -0.1 0.3440
O 4.144281 1.003221 -1.447517 -0.1 0.0 -0.1 -0.5030
H -5.679426 -4.483638 -0.525408 0.1 0.0 0.0 0.2565
H -0.293966 -1.887811 -0.378607 0.0 -0.3 0.2 0.5509
N 3.220507 -2.291861 3.376565 0.0 -0.1 0.0 1.0053
H 5.214164 6.692119 -5.313943 0.0 0.0 0.0 0.2973
H -9.132916 -3.977653 -4.165511 0.0 0.0 0.0 0.2896
H 3.665969 8.480685 -1.525698 0.0 0.0 0.0 0.3132
H 3.332738 4.541068 3.282911 0.0 0.0 0.0 0.2979
S -0.618518 -5.787055 0.602056 -0.3 0.4 0.2 1.0438
O -5.097100 3.225257 -0.467644 0.1 -0.2 -0.1 -0.5799
C -4.942299 2.400479 3.510633 0.0 0.0 0.1 -0.6017
H -0.433259 1.185173 5.240671 0.0 0.0 0.0 0.2660
H 2.045846 2.251672 -2.416597 0.1 0.0 -0.1 0.3441
H -1.966649 -2.357249 -0.659944 0.2 -0.1 0.0 0.4928
O 2.774293 6.394946 -4.514240 0.0 0.1 0.0 -0.5366
H 6.241506 3.413446 -1.413882 0.0 0.0 0.0 0.2216
O 5.488456 -2.891385 -4.182831 0.1 -0.1 0.0 -0.5747
H -1.083109 -2.588531 2.178006 0.0 -0.1 0.0 -0.0723
O -4.057552 -2.532267 0.138541 -0.5 -1.5 0.3 -0.5883
H 5.091188 5.231781 -6.355575 0.0 0.0 0.0 0.3059
N -3.490200 2.712680 3.627802 0.0 0.1 -0.2 0.9316
H 6.310776 2.443155 0.090094 0.0 0.0 -0.1 0.2015
O 8.166794 3.744754 0.863419 0.0 0.0 0.0 -0.5406
N -8.062789 -4.199068 -2.389872 0.0 -0.1 -0.1 0.8831
O -2.976828 3.274828 2.682162 0.0 0.0 0.0 -0.5337
C 0.356022 0.499593 4.943989 0.0 0.0 0.0 -0.7736
H 2.871746 -3.298756 5.181053 0.0 0.1 0.0 0.3136
S -2.553527 0.192762 -0.518622 -0.5 0.3 -0.1 0.1638
C -8.372594 -3.423867 -3.623287 -0.1 0.0 0.0 -0.7351
O 3.338237 4.369535 -4.966831 0.0 0.1 0.0 -0.5139
O 0.385575 -6.426431 -0.169874 0.3 -0.1 0.1 -0.5549
H -5.256801 1.901206 4.418733 0.0 0.0 0.0 0.3105
O 5.302100 0.197601 -3.071941 0.0 0.0 0.0 -0.5604
H -7.777181 1.609225 -1.073295 0.0 0.0 0.0 0.3237
H -8.720569 -2.442918 -3.324136 0.0 0.0 0.0 0.3060
Cl -2.100917 -5.327050 -0.717034 -0.3 -0.1 -0.3 -0.1821
N -6.289910 3.007813 -0.625067 0.0 0.1 0.0 0.9179
N 0.540624 0.999198 -1.772203 -0.1 -0.1 0.3 1.0586
H 4.431656 5.037167 1.948192 0.0 0.0 0.0 0.1767
O 0.513955 -0.211620 -1.672376 0.1 0.1 -0.2 -0.5744
H 0.710938 -3.897294 0.454205 -0.1 0.2 0.0 0.4482
C 6.854197 2.775320 -0.785098 0.0 -0.1 0.1 -0.5793
C 4.567720 6.083096 -5.938920 0.0 0.0 0.0 -0.7549
N -5.318428 -5.382549 4.415723 -0.2 0.2 0.0 0.8968
C -6.699131 1.618298 -0.971912 0.0 0.0 0.0 -0.6447
O 5.596576 -2.035163 -6.151845 0.0 0.0 0.0 -0.5147
N -2.663609 1.621261 0.256430 0.1 0.3 -0.3 -0.0762
C -1.252299 -2.052995 0.111338 0.0 0.2 0.0 -0.5632
O -2.912953 2.384611 4.641598 0.1 -0.1 0.1 -0.5409
O -8.229811 -3.658368 -1.315043 0.0 0.1 0.0 -0.5108
H 3.772772 6.880410 -2.339613 0.0 0.0 0.0 0.2169
H 2.367622 -4.184762 3.709492 0.1 0.0 0.0 0.3295
F -4.017851 -0.295709 -0.236225 0.1 1.2 -0.5 0.0426
H -6.203081 1.358221 -1.902769 0.0 0.0 0.0 0.2598
H 7.921981 -3.129877 -5.933690 0.0 0.0 0.0 0.2871
O -5.779604 -5.292051 5.527625 0.0 0.0 0.0 -0.5114
H 0.616352 2.219733 -3.479212 -0.1 0.0 0.1 0.3638
C -5.794606 -4.055931 0.466975 0.0 -0.1 0.1 -0.8583
N -5.237739 -2.677840 0.441660 0.4 0.0 -0.2 1.1006
C -0.117620 -4.152132 1.114254 0.3 0.1 0.0 -0.6795
H 1.743243 0.824302 -3.467106 0.0 0.0 0.0 0.3284
H -5.215191 -4.610222 1.198945 0.0 0.0 0.0 0.1961
O -1.231337 -6.407544 1.731000 -0.2 -0.2 0.0 -0.5086
O -0.027665 1.738690 -0.985784 0.0 0.0 -0.2 -0.5827
N 8.016453 3.586656 -0.330429 0.0 0.0 0.0 0.9401
C -1.223915 -3.097119 1.225388 0.3 -0.2 0.0 -0.1807
O -7.152999 3.840349 -0.513191 0.0 0.0 0.0 -0.5113
N -0.284738 -0.577833 4.139950 0.1 0.1 0.0 0.8526
H 1.412590 -2.783044 4.289942 0.0 0.0 0.1 0.1784
C 2.402923 -3.221615 4.204923 0.0 -0.1 0.0 -0.7357
H -5.460792 3.342931 3.361171 0.0 0.0 0.0 0.3133
O 4.591823 5.893428 -0.317607 0.0 -0.1 -0.1 -0.4349
H -0.855153 -0.055719 0.979303 0.1 -0.1 0.1 0.8972
O 3.680363 -2.717422 2.337688 0.0 0.0 0.0 -0.5527
C -4.636368 -6.647805 4.036986 -0.1 -0.1 0.0 -0.6983
O -1.150886 -1.242763 4.661403 0.0 0.0 0.0 -0.5374
O -7.658213 -5.331482 -2.541438 0.1 0.0 0.0 -0.5099
C 1.295738 1.619738 -2.883362 0.3 0.0 0.0 -1.0257
H -5.168383 -7.054349 3.181569 0.0 0.0 0.0 0.2730
H -3.179033 2.288568 -0.320675 -0.1 0.2 0.2 0.2937
H -2.379588 -0.813463 1.538447 0.0 0.2 0.0 0.5630
H -5.056504 1.767913 2.634736 0.0 0.0 0.0 0.1132
O 4.224313 2.733063 0.829505 -0.1 0.0 0.2 -0.4977
N 3.841562 6.848289 -0.246839 0.1 0.0 0.0 0.8458
H 1.106643 0.976113 4.325375 0.0 0.0 0.0 0.2776
H 4.229274 -1.508648 -0.852588 0.0 0.0 0.0 0.2882
O -5.965456 -1.754715 0.711755 -0.4 0.2 0.2 -0.5894
N 6.103773 -2.481358 -5.148627 -0.1 0.1 0.0 0.8954
O 3.473384 7.358646 0.788166 -0.1 0.0 0.0 -0.5367
O -5.380601 -4.504418 3.568912 0.1 -0.1 -0.1 -0.5382
N 3.515047 3.184113 1.702800 0.0 0.0 -0.2 0.9258
H -1.716547 1.958722 0.440221 -0.2 0.1 0.2 0.2946
H -6.364587 0.966928 -0.169114 0.0 0.0 0.0 0.1942
N 3.472510 5.571578 -5.069342 0.0 -0.2 0.0 0.9046
C 3.948193 -1.263753 -1.873334 0.1 0.0 -0.1 -0.2754
H 4.104445 6.697650 -6.704796 0.0 0.0 0.0 0.3101
O 0.101180 -0.741338 2.992710 0.1 0.0 0.1 -0.4259
N 4.508028 0.087498 -2.160065 0.1 0.0 0.0 0.9605
H -2.189749 -3.592878 1.253242 -0.1 0.0 0.2 0.2831
H -6.837200 -3.988218 0.750834 0.1 0.0 0.0 0.4055
H 2.263917 7.382218 -1.513032 0.0 0.0 0.0 0.2868
H -3.620889 -6.401738 3.754297 0.1 0.0 -0.1 0.2474
```
Forces are in eV/Å.

## Properties
Total charge: +1
Kohn-Sham gap: 0.3288 Ha
Multiplicity: 1
DFT total energy: -5150.42670 a.u.



[2]
Entry from the Open Molecules 2025 dataset: C18H52MgN7O15 as an isolated structure in a non-equilibrium geometry (wB97M-V/def2-TZVPD).

```
93
Properties=species:S:1:pos:R:3:forces:R:3:mulliken_charge:R:1
H -5.043053 -3.783899 -7.083271 -0.3 0.1 -0.1 0.2894
H -2.777268 -6.691840 -0.904822 -0.6 0.1 -0.1 0.2277
H 4.255558 2.604991 -1.463051 0.7 -0.3 -0.6 0.4418
H 1.109518 2.993050 7.046357 0.3 -0.1 0.3 0.2654
H -6.123117 -0.182561 -6.532771 -0.5 0.5 0.5 0.2637
H 5.502016 -7.362438 2.401703 0.0 0.0 -0.1 0.3099
H 1.336380 4.553274 -2.470749 0.2 0.6 0.4 0.3372
H 4.958323 -4.047122 -2.447758 0.2 0.4 0.3 0.4707
N -2.430457 0.240265 1.360027 0.2 0.7 -0.2 1.0172
H -4.131986 -0.907599 -7.334380 0.2 0.3 -0.5 0.2194
H -3.406621 -6.935956 0.764808 -0.2 -0.1 -0.2 0.2400
C 5.270881 -5.447995 0.701298 0.8 -1.3 -0.1 -0.8372
C -4.743313 -2.126724 -10.983758 -1.3 0.2 -0.4 -0.7525
O 5.355642 0.379081 5.544460 -0.6 0.7 2.6 -0.5627
O 6.037163 -0.339539 3.740789 0.4 -1.3 -1.4 -0.5994
N -5.852828 -1.106805 -6.228101 -0.7 0.3 -0.9 -0.7607
C -2.781245 -6.319085 0.119459 0.1 -0.7 -0.1 -0.4974
C 4.923198 -6.514324 2.767442 -0.3 0.6 0.4 -0.8046
Mg 1.241452 -3.837710 2.595803 0.2 0.3 -0.1 1.0912
H 5.521630 -5.868169 3.409671 0.5 0.0 -0.1 0.3366
H -1.137246 6.482798 4.441337 0.0 -0.4 0.1 0.3091
H -5.352043 -3.023169 -11.101770 0.1 -0.5 0.2 0.3133
H 1.846253 5.216267 6.096452 0.1 0.5 0.0 0.3346
H -0.187864 4.566968 9.211482 -0.2 0.0 -0.1 0.3768
H -1.534139 7.025796 6.124587 -0.4 -0.3 -0.2 0.2581
H -5.213935 -0.974785 -5.457062 -0.2 0.1 0.4 0.2909
H -7.218035 4.549232 -0.666802 0.2 0.3 0.2 0.2496
H 5.827908 -6.341529 0.419485 0.0 -0.6 -0.1 0.3854
H -6.068302 -0.517334 -9.006701 -0.1 0.2 0.1 0.3534
H -3.533388 -3.020187 -7.530289 0.2 -0.4 0.3 0.3193
O -7.688447 4.699332 1.425278 0.1 0.4 -0.9 -0.5127
H 0.549934 5.096750 4.894901 -0.1 -1.4 0.1 0.3845
C -4.412461 -2.915113 -6.894433 0.0 -0.1 -1.4 -1.3184
H -7.023064 4.011582 1.501895 0.0 0.0 0.0 0.3144
H 1.337687 2.219217 -2.799520 -0.1 0.0 0.4 0.2729
N 0.137696 3.250585 6.949732 0.3 0.0 0.0 -0.7608
C 0.370098 5.161561 8.488124 -0.4 -0.1 -0.7 -1.3300
C -0.012679 4.707991 7.051650 0.5 -1.0 0.4 0.6198
O 0.478871 6.771362 5.816375 -0.3 2.4 -0.3 -0.3917
H -4.144716 -2.968071 -5.839153 0.1 0.4 -0.1 0.3655
H 5.819862 5.610202 -0.312060 0.2 -0.3 -0.3 0.2403
C -5.629895 -1.487549 -8.773068 1.0 -1.3 0.8 -0.5953
C 4.541929 -4.961433 -0.512037 1.2 0.3 -0.5 0.1335
H -0.988015 8.137400 4.931246 1.1 0.2 0.1 0.2589
H -8.906796 4.398921 -0.189578 -0.1 -0.1 -0.3 0.2167
H -3.794778 -2.255818 -11.505024 0.0 0.0 0.4 0.2378
N -1.570166 -5.467055 7.335637 -0.5 0.3 0.6 1.0602
C 3.707570 3.514712 -1.708465 -0.4 -1.2 -0.2 -0.8032
H 4.251246 5.343314 0.339245 -0.5 0.0 0.0 0.3025
H 4.542703 -3.102504 0.068034 0.2 0.3 0.8 0.2934
O -0.773442 -5.269693 6.408829 0.6 -0.6 -0.6 -0.6075
H -0.080164 2.966538 6.005296 -0.3 -0.2 -0.2 0.2573
H 2.094137 1.830950 -4.137329 0.2 0.0 -0.2 0.2573
O -2.564203 0.264098 0.130543 -0.6 0.5 -0.2 -0.5976
H -3.190896 -5.309683 0.156615 0.6 0.1 0.0 0.2269
H 5.883546 -5.453479 -2.026871 0.6 0.1 -0.4 0.3257
O 4.352268 -5.751484 1.711627 -0.4 -0.5 0.4 -0.2235
H -6.374026 -2.278970 -8.862579 -0.4 0.0 -0.1 0.3348
H 6.078931 -4.814112 1.066463 -0.2 0.9 0.0 0.3986
H -1.181900 -7.337619 0.501678 0.0 0.0 0.1 0.2905
H 0.070809 6.203134 8.604980 0.3 0.1 0.1 0.3121
H 6.310212 -3.974163 -1.139997 0.0 0.5 -0.6 0.3942
N 3.832559 -3.791057 -0.136180 -1.8 1.3 0.0 -0.5028
H -1.095602 4.825724 7.012776 0.0 0.6 -0.5 0.2174
H 3.909259 -5.758234 -0.903119 -0.4 0.1 0.3 0.3225
H 2.470248 5.548832 -3.518306 0.2 -0.1 0.5 0.3092
C -7.976592 4.927645 0.018403 -0.7 -0.5 1.1 -0.4641
C 0.787040 5.398641 5.915070 -1.9 0.4 0.0 -0.7431
H 5.292267 3.971473 0.247245 0.4 -0.2 -0.3 0.3201
C 5.012088 4.878750 -0.287956 -0.5 0.3 0.1 -0.7424
O -2.209480 -4.543320 7.791750 -0.8 2.3 0.2 -0.5464
O -4.541346 -1.771634 -9.656072 0.8 0.3 1.0 -0.2661
N 5.194853 -0.396031 4.636847 -0.2 0.8 -1.6 1.0327
C -5.004809 -1.560359 -7.320546 0.7 -0.4 0.0 0.4121
H 1.415066 5.015331 8.761554 0.2 0.2 -0.4 0.3319
H 4.124406 -6.861345 3.422892 -0.2 -0.2 -0.3 0.2560
C -0.849021 7.114599 5.281486 0.8 -0.9 1.2 -0.6996
H -8.194229 5.986747 -0.119577 0.4 0.0 0.0 0.1964
H 1.348429 4.378395 -4.142935 0.2 -0.2 -0.4 0.3995
N 2.265849 2.091359 -3.176703 0.3 0.1 0.2 -0.7105
H -5.331402 -1.379043 -11.515960 0.1 0.5 -0.2 0.2934
C 5.498538 -4.516104 -1.625374 0.3 -2.2 0.4 -1.4696
H 3.555545 -3.421753 -1.034508 -1.0 0.4 -0.1 0.2597
O 4.160912 -1.101404 4.531390 0.2 -0.4 0.2 -0.6052
O 4.539489 4.646914 -1.607733 -0.1 0.1 -0.1 -0.3296
C 2.027692 4.574047 -3.313225 -0.1 -1.0 -0.4 -1.3336
H 3.786949 3.369472 -3.859480 0.0 -0.1 -0.1 0.3385
O -2.912934 1.093361 2.127538 -0.1 -0.4 -0.7 -0.5685
O -1.724301 -0.656322 1.828986 0.7 -1.1 1.0 -0.5856
O -1.774915 -6.549902 7.860037 0.8 -2.0 -0.4 -0.5699
H 2.984701 3.435478 -0.896502 -0.7 0.8 0.0 0.3477
O -1.429475 -6.412373 0.566632 0.2 0.7 0.3 -0.4964
C 2.995280 3.358259 -3.110335 0.1 1.6 1.0 0.3531
```
Forces are in eV/Å.

## Properties
Total charge: -1
Kohn-Sham gap: 0.0819 Ha
Multiplicity: 1
Energy above the lowest of the compared OMol25 structures with the same formula, charge and spin: 0.000 eV
DFT total energy: -2428.27441 a.u.



Summary of highest occupied orbital energy in eV
-11.99; -5.79
(order as listed above)